# 1
C37H55As3BN3O2SeZr | ωB97M-V with the def2-TZVPD basis set

calculated total energy	-10938.43616	Ha
energy relative to the best compared isomer or geometry (same formula, charge and spin)	12.5	kcal/mol
highest occupied orbital energy	-0.26309	Eh
F_max	0.45	eV Å⁻¹

```
103
Properties=species:S:1:pos:R:3:forces:R:3
Zr -0.298 1.057 -0.395 0.2 -0.4 0.0
O -2.069 1.196 0.769 0.4 0.1 0.0
C -3.356 1.266 0.622 -0.1 0.0 -0.1
C -4.200 1.252 1.753 0.0 0.0 0.0
C -5.567 1.244 1.613 0.0 0.0 0.0
C -6.172 1.279 0.350 0.0 0.0 0.0
C -5.368 1.360 -0.759 0.0 0.0 0.0
C -3.965 1.351 -0.652 0.0 0.0 0.1
C -3.207 1.602 -1.846 0.1 0.1 0.0
N -1.932 1.618 -2.002 -0.2 0.0 0.0
C -1.472 2.121 -3.309 0.1 -0.1 0.0
C -0.078 2.690 -3.126 -0.1 0.0 0.0
N 0.668 1.651 -2.433 0.1 0.1 0.3
C 1.671 1.114 -3.024 0.0 0.1 -0.1
C 2.411 -0.027 -2.560 0.1 0.0 0.1
C 3.654 -0.316 -3.135 0.0 0.0 0.0
C 4.389 -1.397 -2.707 0.1 0.0 0.0
C 3.875 -2.207 -1.694 0.0 -0.1 0.0
C 2.646 -1.951 -1.121 -0.1 -0.1 -0.1
C 1.884 -0.860 -1.553 -0.1 0.0 -0.1
O 0.666 -0.657 -1.087 -0.1 0.3 0.3
H -3.740 1.250 2.733 0.0 0.0 0.0
H -6.187 1.223 2.502 0.0 0.0 0.0
H -7.248 1.278 0.255 0.0 0.0 0.0
H -5.810 1.439 -1.747 0.0 0.0 0.0
H -3.822 1.874 -2.709 0.0 0.0 0.0
H -2.157 2.881 -3.688 0.0 0.0 0.0
H -1.436 1.291 -4.021 0.0 0.0 0.0
H -0.122 3.577 -2.495 -0.1 0.0 -0.1
H 0.377 2.956 -4.082 0.0 0.0 0.0
H 1.989 1.536 -3.982 0.0 0.0 0.0
H 4.041 0.341 -3.906 0.0 0.0 0.0
H 5.359 -1.606 -3.136 0.0 0.0 0.0
H 4.454 -3.054 -1.346 0.0 0.0 0.0
H 2.245 -2.593 -0.346 0.0 0.0 0.0
C 0.007 1.278 3.438 0.0 -0.1 0.0
As 0.026 -0.245 2.218 0.0 0.2 -0.1
C 1.593 -1.208 2.865 -0.1 0.0 0.0
C -1.484 -1.180 3.067 0.1 0.0 0.0
C -2.093 -2.486 2.520 0.1 0.0 0.0
C -3.095 -2.938 3.594 0.0 0.0 0.0
C -2.886 -2.282 1.224 -0.1 0.0 0.0
As -2.042 -1.682 -0.455 0.1 0.1 0.0
C -3.638 -2.026 -1.541 0.0 0.0 0.0
C -1.020 -3.252 -1.009 0.0 0.0 0.0
C -0.973 -3.522 2.355 0.0 -0.1 -0.1
As -1.193 -5.463 1.955 0.0 0.0 0.1
C -1.584 -6.090 3.776 0.0 0.0 0.0
C -3.007 -5.747 1.242 0.0 0.0 0.0
H -0.947 1.791 3.327 0.0 0.0 0.0
H 0.815 1.961 3.183 0.0 0.0 0.0
H 0.126 0.920 4.461 0.0 0.0 0.0
H 1.718 -1.012 3.929 0.0 0.0 0.0
H 2.460 -0.840 2.319 0.0 0.0 0.0
H 1.483 -2.277 2.702 0.0 0.0 0.0
H -2.267 -0.422 3.138 0.0 0.0 0.0
H -1.132 -1.371 4.086 0.0 0.0 0.0
H -3.829 -2.151 3.780 0.0 0.0 0.0
H -2.583 -3.153 4.535 0.0 0.0 0.0
H -3.637 -3.834 3.292 0.0 0.0 0.0
H -3.682 -1.551 1.402 0.0 0.0 0.0
H -3.380 -3.220 0.967 0.0 0.0 0.0
H -3.887 -3.088 -1.517 0.0 0.0 0.0
H -3.454 -1.727 -2.573 0.0 0.0 0.0
H -4.474 -1.449 -1.149 0.0 0.0 0.0
H -1.468 -4.173 -0.640 0.0 0.0 0.0
H 0.009 -3.174 -0.668 0.0 0.0 0.0
H -1.012 -3.277 -2.099 0.0 0.0 0.0
H -0.399 -3.558 3.288 0.0 0.0 0.0
H -0.273 -3.173 1.591 0.0 0.0 0.0
H -0.749 -5.831 4.427 0.0 0.0 0.0
H -1.678 -7.175 3.757 0.0 0.0 0.0
H -2.500 -5.658 4.177 0.0 0.0 0.0
H -3.086 -5.400 0.213 0.0 0.0 0.0
H -3.798 -5.300 1.840 0.0 0.0 0.0
H -3.146 -6.829 1.236 0.0 0.0 0.0
C 6.733 3.062 -3.366 0.0 0.0 0.0
C 5.658 2.776 -2.352 0.0 0.0 0.0
C 4.514 3.558 -2.272 0.0 0.0 0.0
C 3.510 3.303 -1.340 -0.1 0.1 0.0
C 2.399 4.301 -1.164 0.1 -0.1 -0.2
C 3.618 2.177 -0.515 0.1 0.0 0.1
Se 2.206 1.718 0.699 -0.2 -0.1 0.3
C 4.818 1.451 -0.491 0.0 0.0 0.0
C 5.121 0.385 0.530 0.0 0.0 0.0
C 5.805 1.757 -1.422 0.0 0.0 0.0
H 6.456 3.897 -4.008 0.0 0.0 0.0
H 6.917 2.195 -4.004 0.0 0.0 0.0
H 7.678 3.312 -2.881 0.0 0.0 0.0
H 4.413 4.423 -2.921 0.0 0.0 0.0
H 2.520 5.139 -1.852 0.0 0.0 0.0
H 2.396 4.689 -0.144 0.0 0.0 0.0
H 1.415 3.866 -1.310 0.2 0.0 0.0
H 4.572 0.549 1.454 0.0 0.0 0.0
H 6.188 0.382 0.756 0.0 0.0 0.0
H 4.854 -0.603 0.161 -0.1 -0.1 0.0
H 6.725 1.179 -1.407 0.0 0.0 0.0
B -0.816 5.954 0.400 0.1 -0.1 -0.1
C -0.598 4.416 0.165 -0.2 0.0 0.2
N -0.459 3.281 -0.020 -0.2 -0.3 -0.3
H -1.127 6.403 -0.685 0.0 0.0 0.0
H 0.231 6.410 0.798 0.0 0.0 0.0
H -1.712 6.059 1.207 0.0 0.0 0.0
```
Positions in Å, forces in eV/Å.

---

# 2
C37H55As3BN3O2SeZr | ωB97M-V with the def2-TZVPD basis set

calculated total energy	-10938.45607	Ha
energy relative to the best compared isomer or geometry (same formula, charge and spin)	0.0	kcal/mol
highest occupied orbital energy	-0.26551	Eh
F_max	0.40	eV Å⁻¹

```
103
Properties=species:S:1:pos:R:3:forces:R:3
Zr 0.069 -0.800 -0.639 0.0 0.0 0.1
O 0.059 -1.907 1.134 -0.2 0.0 -0.1
C -0.281 -3.132 1.496 0.2 0.2 0.0
C -0.801 -3.362 2.776 0.0 0.0 0.0
C -1.154 -4.634 3.177 0.0 0.0 0.0
C -0.982 -5.732 2.330 0.0 0.0 0.0
C -0.443 -5.523 1.082 0.0 0.0 0.0
C -0.097 -4.237 0.647 0.1 0.0 -0.1
C 0.514 -4.104 -0.653 0.0 0.0 0.0
N 0.801 -3.015 -1.261 0.0 0.1 0.0
C 1.467 -3.133 -2.555 -0.1 0.0 0.0
C 0.674 -2.329 -3.555 0.0 0.0 0.0
N 0.516 -0.998 -2.973 -0.4 0.0 0.0
C 0.005 -0.104 -3.740 0.1 0.1 -0.1
C -0.211 1.274 -3.403 0.0 0.0 0.0
C -0.865 2.100 -4.331 0.0 0.0 0.0
C -1.009 3.446 -4.103 0.0 0.0 0.1
C -0.456 3.991 -2.936 -0.1 -0.1 -0.1
C 0.208 3.203 -2.023 0.0 0.1 0.0
C 0.320 1.817 -2.213 0.2 0.0 0.1
O 0.913 1.061 -1.309 -0.2 -0.2 0.0
H -0.934 -2.516 3.437 0.0 0.0 0.0
H -1.570 -4.782 4.166 0.0 0.0 0.0
H -1.262 -6.725 2.653 0.0 0.0 0.0
H -0.287 -6.357 0.407 0.0 0.0 0.0
H 0.768 -5.049 -1.141 0.0 0.0 0.0
H 1.561 -4.177 -2.865 0.0 0.0 0.0
H 2.468 -2.700 -2.475 0.0 0.0 0.0
H -0.308 -2.783 -3.705 0.0 0.0 0.0
H 1.199 -2.275 -4.511 0.0 0.0 0.0
H -0.297 -0.390 -4.753 0.1 0.0 0.0
H -1.267 1.649 -5.233 0.0 0.0 0.0
H -1.536 4.073 -4.807 0.0 0.0 0.0
H -0.562 5.050 -2.739 0.0 0.0 0.0
H 0.619 3.631 -1.120 0.0 0.0 0.0
C 3.671 -2.849 0.161 0.0 0.0 0.0
As 2.968 -1.027 0.111 -0.1 0.0 -0.1
C 4.314 -0.197 -1.026 -0.1 0.0 -0.1
C 3.602 -0.614 1.923 -0.1 0.0 0.0
C 3.338 0.759 2.560 0.0 0.0 0.0
C 4.268 0.857 3.778 0.0 0.0 0.0
C 1.895 0.856 3.078 0.1 -0.1 0.0
As 0.421 0.938 1.779 0.0 0.1 0.0
C -1.044 0.648 3.023 0.0 0.0 0.0
C 0.228 2.863 1.582 0.0 0.0 0.0
C 3.695 1.865 1.554 -0.1 0.0 0.1
As 3.764 3.712 2.265 0.0 0.0 0.0
C 4.020 4.554 0.510 0.0 0.0 0.0
C 5.666 3.745 2.755 0.0 0.0 0.0
H 4.680 -2.849 0.573 0.0 0.0 0.0
H 3.694 -3.290 -0.833 0.0 0.0 0.0
H 3.023 -3.452 0.799 0.0 0.0 0.0
H 5.305 -0.237 -0.576 0.0 0.0 0.0
H 4.030 0.835 -1.223 0.0 0.0 0.0
H 4.324 -0.734 -1.975 0.0 0.0 0.0
H 4.681 -0.789 1.881 0.0 0.0 0.0
H 3.171 -1.400 2.551 0.0 0.0 0.0
H 4.088 0.026 4.465 0.0 0.0 0.0
H 4.093 1.786 4.326 0.0 0.0 0.0
H 5.317 0.827 3.473 0.0 0.0 0.0
H 1.786 1.733 3.721 0.0 0.0 0.0
H 1.689 -0.023 3.698 0.0 0.0 0.0
H -0.829 1.125 3.979 0.0 0.0 0.0
H -1.190 -0.421 3.163 0.0 0.0 0.0
H -1.950 1.078 2.598 0.0 0.0 0.0
H 0.297 3.353 2.553 0.0 0.0 0.0
H -0.741 3.081 1.133 0.0 0.0 0.0
H 1.009 3.244 0.930 0.1 0.1 0.0
H 2.977 1.870 0.725 0.0 0.0 0.0
H 4.680 1.657 1.123 0.0 0.0 0.0
H 3.094 4.531 -0.063 0.0 0.0 0.0
H 4.799 4.038 -0.053 0.0 0.0 0.0
H 4.310 5.595 0.647 0.0 0.0 0.0
H 5.828 3.233 3.702 0.0 0.0 0.0
H 5.973 4.784 2.871 0.0 0.0 0.0
H 6.277 3.278 1.982 0.0 0.0 0.0
C -7.511 0.833 -0.961 0.0 0.0 0.0
C -6.230 0.057 -1.103 0.0 0.0 0.0
C -5.598 -0.080 -2.329 0.0 0.0 0.0
C -4.381 -0.740 -2.458 0.0 0.0 -0.1
C -3.737 -0.817 -3.817 0.0 0.0 0.1
C -3.781 -1.297 -1.323 0.2 0.1 0.1
Se -2.115 -2.244 -1.523 0.1 0.0 0.1
C -4.401 -1.174 -0.074 -0.1 0.0 0.0
C -3.819 -1.700 1.212 0.1 0.0 0.0
C -5.615 -0.502 0.007 0.0 0.0 0.0
H -7.885 1.154 -1.933 0.0 0.0 0.0
H -7.347 1.724 -0.351 0.0 0.0 0.0
H -8.285 0.235 -0.476 0.0 0.0 0.0
H -6.048 0.362 -3.213 0.0 0.0 0.0
H -4.356 -0.318 -4.562 0.0 0.0 0.0
H -3.583 -1.854 -4.120 0.0 0.0 0.0
H -2.756 -0.335 -3.800 0.0 0.0 0.0
H -2.801 -2.061 1.083 0.0 0.0 0.0
H -4.421 -2.528 1.595 0.0 0.0 0.0
H -3.818 -0.914 1.969 0.0 0.0 0.0
H -6.082 -0.389 0.981 0.0 0.0 0.0
B -3.444 2.564 0.218 0.0 0.1 0.0
C -2.413 1.438 -0.136 -0.2 -0.1 0.0
N -1.634 0.601 -0.322 0.2 -0.1 0.0
H -2.878 3.623 0.029 0.0 0.0 0.0
H -4.422 2.429 -0.477 0.0 0.0 0.0
H -3.694 2.410 1.400 0.0 0.0 0.0
```
Positions in Å, forces in eV/Å.

---

Which of these has the highest highest occupied orbital energy? number 1

---

Look up the F_max of the first one. 0.45 eV Å⁻¹